63
Properties=species:S:1:pos:R:3:forces:R:3 method="wB97M-V/def2-TZVPD" energy_ha=-3082.04656 max_force_ha_per_bohr=0.0075 homo_energy_ev=-16.1 charge=+3
Zr -0.219 0.182 0.484 -0.048 0.363 0.116
S 1.756 -0.401 2.046 -0.220 -0.128 -0.119
C 1.861 -1.542 0.745 0.023 -0.027 0.051
N 1.111 -1.328 -0.339 0.043 0.097 0.058
C 1.255 -2.346 -1.284 0.052 -0.052 -0.083
C 0.655 -2.407 -2.537 0.015 -0.067 -0.064
C 0.949 -3.489 -3.345 0.017 -0.029 -0.009
C 1.830 -4.490 -2.925 0.000 -0.005 -0.011
C 2.448 -4.427 -1.690 -0.035 0.023 -0.003
C 2.146 -3.342 -0.875 -0.045 0.006 -0.054
S 2.783 -2.974 0.708 -0.002 0.068 0.035
H 0.015 -1.610 -2.897 0.005 0.033 0.060
H 0.512 -3.561 -4.332 -0.011 0.024 0.007
H 2.047 -5.319 -3.585 0.002 -0.002 0.009
H 3.143 -5.193 -1.376 0.004 0.008 0.009
C -2.613 2.708 -3.505 -0.024 -0.064 0.029
N -2.610 1.271 -3.223 0.012 0.004 0.021
C -2.804 0.282 -4.169 -0.003 -0.046 -0.032
C -2.745 -0.902 -3.536 -0.002 -0.015 -0.028
N -2.510 -0.629 -2.190 -0.031 0.075 -0.025
C -2.433 0.723 -2.017 0.004 -0.074 0.092
S -2.251 1.577 -0.540 0.112 -0.033 0.032
C -2.555 -1.607 -1.168 0.009 0.064 0.027
C -3.426 -2.677 -1.278 0.042 0.008 0.046
C -3.419 -3.641 -0.282 -0.026 0.004 -0.041
C -2.559 -3.500 0.799 0.053 0.057 0.023
C -1.744 -2.391 0.838 -0.073 -0.031 -0.072
N -1.731 -1.452 -0.129 0.138 -0.105 0.139
H -2.894 2.845 -4.544 0.004 0.026 -0.002
H -1.615 3.108 -3.342 -0.015 0.026 -0.017
H -3.336 3.203 -2.862 0.019 0.028 -0.005
H -2.961 0.516 -5.208 0.006 -0.029 -0.003
H -2.818 -1.909 -3.908 -0.010 0.016 -0.031
H -4.107 -2.741 -2.114 -0.008 -0.013 0.004
H -4.090 -4.487 -0.347 0.004 -0.002 0.003
H -2.523 -4.228 1.597 -0.015 -0.008 -0.006
H -1.061 -2.239 1.671 0.021 -0.021 -0.006
N -0.653 0.123 4.370 -0.059 0.026 -0.049
C -1.402 0.797 3.509 0.138 -0.153 0.024
N -2.399 1.567 3.908 -0.046 0.010 -0.064
O -1.164 0.702 2.244 -0.021 0.123 -0.110
H -0.823 0.143 5.363 0.015 0.009 0.003
H 0.127 -0.413 4.018 0.018 -0.010 0.037
H -2.646 1.679 4.879 0.004 -0.005 0.003
H -2.983 2.002 3.212 -0.015 0.024 0.031
N 0.361 4.305 -0.634 0.025 0.011 0.013
C 1.154 3.435 -0.026 0.000 -0.064 0.002
S 1.311 1.837 -0.732 -0.082 -0.230 -0.027
N 1.861 3.806 1.022 -0.062 -0.022 0.026
C 2.769 3.002 1.808 -0.029 0.094 -0.050
C 3.864 2.394 1.217 0.083 0.002 0.059
C 4.741 1.681 2.022 0.015 0.037 -0.045
C 4.538 1.613 3.394 0.024 -0.017 0.021
C 3.452 2.254 3.973 -0.030 -0.043 0.008
C 2.553 2.948 3.177 0.010 -0.030 -0.031
H -0.174 3.997 -1.427 0.013 0.041 -0.030
H 0.344 5.287 -0.395 -0.032 -0.002 0.012
H 1.751 4.764 1.336 0.022 0.005 0.009
H 4.049 2.495 0.156 -0.008 0.004 0.020
H 5.608 1.211 1.578 -0.001 -0.001 0.004
H 5.245 1.080 4.016 -0.001 0.007 -0.001
H 3.315 2.231 5.046 0.005 0.001 -0.003
H 1.715 3.474 3.621 -0.004 0.004 -0.014